{
  "formula": "C37H27CaCl2N9O12Se",
  "method": "ωB97M-V with the def2-TZVPD basis set",
  "gap_ev": 6.08,
  "charge": -2,
  "de_lowest_kcal_mol": 16.8,
  "homo_energy_ev": -2.464,
  "elements": ["Ca", "C", "O", "C", "C", "C", "C", "C", "C", "N", "N", "C", "O", "C", "C", "C", "C", "C", "C", "C", "O", "H", "H", "H", "H", "H", "H", "H", "H", "H", "H", "H", "H", "N", "C", "C", "C", "C", "N", "C", "C", "H", "H", "H", "H", "O", "N", "O", "C", "C", "C", "C", "O", "C", "C", "N", "O", "O", "N", "O", "O", "H", "H", "C", "N", "C", "Se", "N", "C", "C", "C", "C", "C", "C", "H", "H", "H", "H", "H", "H", "H", "H", "Cl", "C", "Cl", "C", "O", "O", "H"],
  "coordinates": [[-0.29024, 0.39642, -0.09538], [1.90724, -2.05366, 3.75853], [1.95738, -0.65651, 4.03835], [2.73924, 0.09032, 3.17612], [3.81479, 0.75877, 3.71173], [4.60312, 1.59758, 2.91691], [4.27386, 1.73967, 1.58620], [3.16686, 1.09895, 1.01158], [2.90455, 1.40114, -0.39453], [1.81950, 1.15941, -1.02447], [1.77765, 1.58811, -2.34071], [0.63453, 1.25554, -2.90719], [-0.31496, 0.58127, -2.41207], [0.46003, 1.75463, -4.31550], [-0.65738, 1.33993, -5.03168], [-0.86670, 1.78714, -6.32903], [0.03761, 2.65778, -6.92090], [1.15369, 3.07824, -6.20668], [1.36393, 2.62957, -4.91198], [2.34885, 0.23349, 1.80250], [1.29992, -0.36802, 1.37492], [1.22971, -2.49158, 4.49048], [2.90440, -2.49542, 3.87516], [1.53075, -2.24060, 2.75505], [4.02443, 0.62116, 4.76662], [5.45082, 2.12157, 3.33955], [4.87014, 2.38793, 0.95109], [3.70478, 1.91421, -0.93811], [-1.35069, 0.66705, -4.54359], [-1.74292, 1.46043, -6.87665], [-0.13027, 3.01539, -7.93038], [1.85727, 3.76766, -6.65910], [2.22035, 2.95226, -4.33665], [1.68452, 4.24726, 6.44569], [1.27239, 3.74204, 5.49939], [0.74172, 3.12273, 4.30976], [0.99452, 3.67986, 3.06278], [0.47927, 3.04142, 1.94778], [-0.27027, 1.94267, 2.03173], [-0.50830, 1.41447, 3.22938], [-0.02018, 1.96605, 4.40133], [1.60180, 4.56791, 2.96220], [0.66853, 3.41608, 0.94779], [-1.09727, 0.50502, 3.24832], [-0.21150, 1.49468, 5.35402], [-6.13238, 6.58913, -1.38819], [-6.03081, 5.68147, -0.57292], [-6.89384, 5.42758, 0.25774], [-4.82756, 4.89763, -0.56938], [-4.66481, 3.88271, 0.36786], [-3.53468, 3.11768, 0.34096], [-2.42671, 3.30905, -0.58731], [-1.41621, 2.61078, -0.61197], [-2.66172, 4.44418, -1.46839], [-3.81677, 5.17049, -1.48929], [-1.60696, 4.86856, -2.38833], [-0.46011, 4.81096, -2.00283], [-1.95205, 5.31373, -3.47372], [-3.44310, 2.05283, 1.33171], [-2.97835, 0.98427, 0.98558], [-3.87254, 2.27963, 2.45219], [-5.43057, 3.69271, 1.10569], [-3.93386, 5.96707, -2.20886], [-4.39958, -2.02588, 0.92203], [-3.78320, -3.34060, 0.98580], [-3.00875, -3.79565, 1.99842], [-2.59618, -3.00010, 3.58070], [-2.58072, -5.03646, 1.63229], [-3.02590, -5.35506, 0.36481], [-2.82135, -6.45402, -0.45115], [-3.43594, -6.43873, -1.69573], [-4.22319, -5.35896, -2.10314], [-4.41925, -4.25643, -1.28440], [-3.80675, -4.27550, -0.04360], [-3.96367, -1.41024, 1.70426], [-5.47740, -2.11372, 1.07484], [-4.17561, -1.57965, -0.04510], [-1.87684, -5.51031, 2.16931], [-2.19160, -7.27685, -0.14016], [-3.28717, -7.27202, -2.37034], [-4.66338, -5.36670, -3.09139], [-4.96845, -3.38991, -1.62161], [0.27826, -2.75352, -3.04125], [-0.79354, -3.30868, -1.73640], [0.17751, -3.86676, -0.34794], [-1.81147, -2.18400, -1.36770], [-2.76664, -2.11657, -2.13970], [-1.59357, -1.51982, -0.32138], [-1.33942, -4.16809, -2.11295]],
  "lowdin_charge": [1.419, -0.075, -0.128, -0.242, -0.041, -0.131, -0.091, -0.152, -0.114, -0.083, 0.043, -0.512, -0.185, -0.137, -0.023, -0.099, -0.122, -0.106, -0.041, -0.340, -0.210, 0.079, 0.085, 0.075, 0.108, 0.080, 0.095, 0.110, 0.114, 0.091, 0.085, 0.088, 0.098, 0.141, -0.176, -0.221, 0.003, -0.101, 0.024, -0.101, 0.006, 0.118, 0.119, 0.121, 0.123, 0.037, -0.375, 0.036, -0.162, 0.069, -0.054, -0.293, -0.041, -0.052, 0.070, -0.348, 0.097, 0.053, -0.331, 0.058, 0.069, 0.130, 0.129, -0.028, -0.054, -0.812, 0.538, 0.100, -0.210, -0.032, -0.109, -0.091, -0.014, -0.167, 0.041, 0.095, 0.083, 0.137, 0.106, 0.093, 0.099, 0.115, 0.596, -0.989, 0.579, -0.798, -0.002, -0.197, 0.040]
}